1.
Below is a cluster of 2 separate species, C8H8Cl3P in total, with properties calculated with ωB97M-V with the def2-TZVPD basis set.

Structure (ORCA input):
```
! wB97M-V def2-TZVPD RIJCOSX def2/J DEFGRID3
* xyz 0 1
Cl 1.7667 -3.4438 -0.9962
C -2.4706 1.5382 0.8147
H -1.2948 3.3146 1.0092
C -0.2821 1.6296 -0.0588
C -1.5416 -0.2939 -0.4461
H 2.1743 -0.2369 1.2446
C 0.7016 -0.2323 -1.3300
H -1.6649 -1.2725 -0.8819
H 0.7713 2.0822 -0.2546
H -3.3893 -0.3489 0.6443
C 1.9295 -1.0895 0.7444
P 2.9863 -1.8771 -0.4080
C -2.5466 0.2202 0.3904
H 1.0306 -1.6665 1.1764
Cl 1.9595 0.9309 -1.9835
C -0.4435 0.4599 -0.7803
Cl 4.2274 -2.9505 0.9496
C -1.3272 2.2910 0.6132
H 0.6386 -1.2283 -1.7777
H -3.2252 2.1734 1.3301
*
```

The total energy is -55279.5831 eV. Its largest force on an atom is 4.91 eV/Å. The HOMO energy (spin up / spin down) is -8.83 / -8.32 eV. As for the LUMO energy (spin up / spin down): -0.0403 / -0.0423 hartree.

For each atom in turn, the Löwdin charge in e is: Cl 0.1515; C -0.0973; H 0.1118; C -0.0768; C -0.0433; H -0.0160; C -0.4391; H 0.1158; H 0.0943; H 0.0869; C -0.3535; P 0.1424; C -0.0586; H 0.0665; Cl 0.5506; C -0.3697; Cl 0.0694; C -0.0713; H 0.0183; H 0.1181

2.
Below is the molecule C8H8ClNO2S, with properties calculated with ωB97M-V with the def2-TZVPD basis set.

Structure (ORCA input):
```
! wB97M-V def2-TZVPD RIJCOSX def2/J DEFGRID3
* xyz 0 1
N 0.6507 -1.9369 0.7398
Cl -4.1597 0.8007 -0.0630
C 0.8963 0.2451 -0.2690
O -2.8265 -1.6511 0.2432
C 2.5467 -1.4703 -0.5964
C -1.4627 0.4181 1.1029
C 2.0977 -0.1748 -0.8386
H -0.3056 1.5617 -1.3697
C -0.8475 1.7183 0.7267
H 2.1120 -3.3434 0.4084
C 0.2022 1.5561 -0.4032
H 0.9118 2.3848 -0.3830
C 0.3106 -0.7415 0.4770
H 3.4762 -1.8081 -1.0243
S -2.4345 -0.3314 -0.1311
H -1.6200 2.4118 0.3814
H -1.7411 0.1526 2.1025
H 2.6689 0.4960 -1.4639
O -1.9074 -0.1091 -1.4438
H -0.3702 2.1539 1.6076
C 1.8020 -2.3323 0.1964
*
```

The total energy is -37366.2002 eV. Its largest force on an atom is 4.09 eV/Å. The HOMO energy is -9.47 eV. As for the LUMO energy: 0.0121 hartree.

For each atom in turn, the Löwdin charge in e is: N 0.1283; Cl 0.3528; C -0.2049; O -0.3325; C -0.0500; C -0.2377; C 0.0022; H 0.1127; C -0.2188; H 0.1092; C -0.1371; H 0.1235; C -0.0631; H 0.1035; S 0.3086; H 0.1087; H 0.1002; H 0.1194; O -0.3325; H 0.1228; C -0.1154

3.
Below is the molecule C8H8ClNO3, with properties calculated with ωB97M-V with the def2-TZVPD basis set.

Structure (ORCA input):
```
! wB97M-V def2-TZVPD RIJCOSX def2/J DEFGRID3
* xyz 0 1
C -1.8487 -0.8109 -1.9940
C 0.6816 2.8081 0.4583
C -1.2671 -0.9824 -0.6177
O 1.0318 3.4120 -0.4962
H -1.7520 -1.8380 -2.4406
C 0.8590 1.3276 0.5882
O 0.4755 0.8589 -1.6970
C 0.6159 0.6199 1.7471
C 0.7631 -0.8052 1.9297
N 1.2045 0.7080 -0.7536
H 0.6173 -1.9184 -1.1425
H -1.7992 -0.6754 0.2773
H -2.9012 -0.4875 -1.8212
H 0.1665 1.1978 2.6282
H 0.7287 -1.1738 2.9769
C 0.4149 -1.7395 0.9836
O 2.2755 0.1681 -0.7898
C -0.0722 -1.5202 -0.3688
H 0.7478 -2.8063 1.1987
Cl 0.2788 3.7088 1.8571
H -1.2205 -0.0516 -2.5236
*
```

The total energy is -28575.0959 eV. Its largest force on an atom is 2.47 eV/Å. The HOMO energy (spin up / spin down) is -9.19 / -9.19 eV. As for the LUMO energy (spin up / spin down): -0.0389 / -0.0389 hartree. As for the SMILES: C/C=C/C=C\C=C(\C(=O)Cl)[N+](=O)[O-].

For each atom in turn, the Löwdin charge in e is: C -0.0781; C -0.8196; C -0.1602; O 0.0683; H 0.0960; C -0.1073; O 0.0763; C -0.0228; C -0.0873; N -0.3736; H 0.1388; H 0.1167; H 0.0825; H 0.1222; H 0.1136; C -0.0759; O 0.1195; C -0.1722; H 0.1324; Cl 0.7574; H 0.0735

4.
Below is the molecule C8H8F2O2S, with properties calculated with ωB97M-V with the def2-TZVPD basis set.

Structure (ORCA input):
```
! wB97M-V def2-TZVPD RIJCOSX def2/J DEFGRID3
* xyz 0 1
C 3.2025 -0.6479 0.1471
H 3.6113 1.1611 -1.0574
C 1.4518 1.0376 -0.1966
C 0.6055 0.2503 0.5621
H 0.3087 -1.5308 1.7390
C 1.0144 -1.0108 1.0256
O -1.9245 -1.6287 -0.4613
C -3.6334 0.4072 -0.1081
H 2.7224 -2.4752 0.9915
H -3.8324 1.3898 -0.5360
C 2.8022 0.5308 -0.4373
F -1.3356 0.2015 1.8941
H 1.0066 1.9329 -0.5984
C 2.3326 -1.4556 0.8683
H -4.4894 -0.3053 -0.1655
S -2.0199 -0.2076 -0.6716
H 4.1442 -1.1175 -0.0108
H -3.4298 0.4832 0.9531
C -0.7975 0.6437 0.7221
F -1.1239 1.9574 0.6410
O -1.6843 0.3839 -1.9369
*
```

The total energy is -28789.3080 eV. Its largest force on an atom is 3.10 eV/Å. The HOMO energy is -9.73 eV. As for the LUMO energy: 0.0137 hartree. As for the SMILES: CS(=O)(=O)C(F)(F)c1ccccc1.

For each atom in turn, the Löwdin charge in e is: C -0.1208; H 0.1475; C 0.0110; C -0.1963; H 0.1394; C -0.0136; O -0.3161; C -0.1269; H 0.1158; H 0.0699; C -0.0496; F 0.0588; H 0.1132; C -0.0643; H 0.0882; S 0.7151; H 0.0939; H 0.0419; C -0.4711; F 0.0825; O -0.3184

5.
Below is a cluster of 2 separate species, C8H8F4N2O2 in total, with properties calculated with ωB97M-V with the def2-TZVPD basis set.

Structure (ORCA input):
```
! wB97M-V def2-TZVPD RIJCOSX def2/J DEFGRID3
* xyz 0 1
C -1.7052 0.5145 -2.8292
H -1.0193 1.3673 -2.9797
F -1.2900 -0.7577 1.5628
H -1.8005 0.7934 -0.7902
C 2.3284 1.2498 1.9887
H -0.9819 -2.1081 -2.5445
O 1.1201 3.2839 2.0607
C 1.0972 -0.8722 1.7456
C 2.3196 -0.1041 1.9471
C -0.1193 -0.0687 1.7142
F 3.4792 1.9251 2.1860
C 1.0992 2.0508 1.9573
F -1.2852 1.9664 1.8534
H -0.2364 -0.5297 -0.2331
F 3.4645 -0.8045 2.0785
H -1.3989 -0.3194 -3.4739
C -0.1280 1.2766 1.8574
N -1.6855 0.0282 -1.4581
H -2.7223 0.8449 -3.0587
H -1.1391 -2.5728 -0.8244
N -0.4353 -0.6090 -1.2206
H 0.4847 -2.4265 -1.5473
O 1.0833 -2.1032 1.5656
C -0.5295 -2.0250 -1.5577
*
```

The total energy is -26366.6175 eV. Its largest force on an atom is 3.32 eV/Å. The HOMO energy is -8.02 eV. As for the LUMO energy: -0.1124 hartree. As for the SMILES: O=C1C(F)=C(F)C(=O)C(F)=C1F.CNNC.

For each atom in turn, the Löwdin charge in e is: C -0.1292; H 0.0751; F 0.1115; H 0.1012; C -0.0885; H 0.0643; O 0.1737; C -0.2416; C -0.0933; C -0.1299; F 0.1346; C -0.2294; F 0.1361; H 0.0333; F 0.1350; H 0.0662; C -0.1003; N -0.1530; H 0.0758; H 0.0800; N -0.1539; H 0.0778; O 0.1657; C -0.1114

6.
Below is the molecule C8H8FIS, with properties calculated with ωB97M-V with the def2-TZVPD basis set.

Structure (ORCA input):
```
! wB97M-V def2-TZVPD RIJCOSX def2/J DEFGRID3
* xyz 0 3
C 0.1283 -0.9186 -0.0527
C 0.1299 -2.3906 -0.3129
C -0.6550 0.8470 1.4314
I 2.9347 3.5764 -0.3078
H -0.8569 -2.8685 -0.3192
S -0.0308 3.9180 -1.7690
C -0.0281 1.7791 0.7690
H -0.7997 -1.3358 1.9005
H -0.2677 4.1271 -0.3956
C 0.5659 1.3527 -0.4630
C 0.7323 0.0478 -0.8786
C -0.5326 -0.5421 1.0901
H 1.6930 2.3086 -2.3470
F 1.3690 -0.2657 -2.0370
H -0.0710 2.8236 0.9695
H 0.7228 -2.9166 0.4374
H 0.6258 -2.4815 -1.2829
H -1.0743 0.9615 2.3626
C 1.1707 2.6059 -1.4818
*
```

The total energy is -30074.2791 eV. Its largest force on an atom is 5.71 eV/Å. The HOMO energy (spin up / spin down) is -6.04 / -8.96 eV. As for the LUMO energy (spin up / spin down): 0.0234 / -0.1221 hartree. Its expectation value of S² is 2.009.

For each atom in turn, the Löwdin charge in e is: C -0.2324; C -0.0457; C -0.0981; I 0.7054; H 0.0885; S 0.6850; C -0.1152; H 0.1525; H -0.1127; C -0.1792; C -0.2002; C -0.0335; H -0.0240; F 0.0681; H 0.0685; H 0.0854; H 0.0747; H 0.0803; C -0.9673